1 | C3H10N2 | ωB97M-V/def2-TZVPD

Each line ends with the Löwdin charge.
CARTESIAN COORDINATES (ANGSTROEM)
C 1.622 -0.160 -0.531  -0.113
N 0.840 0.550 0.476  -0.114
H 1.350 0.806 1.319  0.122
H 0.233 1.656 -0.024  0.167
H 2.007 -1.103 -0.143  0.077
H 2.443 0.467 -0.885  0.080
H 1.037 -0.382 -1.423  0.077
C -1.177 -1.058 0.108  -0.079
C -0.734 0.312 0.585  -0.496
N -1.107 1.462 -0.156  -0.072
H -1.688 1.218 -0.954  0.017
H -0.908 0.414 1.667  0.115
H -1.020 -1.166 -0.966  0.066
H -2.247 -1.158 0.298  0.077
H -0.651 -1.860 0.628  0.075

The HOMO energy is -7.656 eV. Its spin multiplicity is 1. As for the HOMO-LUMO gap: 8.628 eV.

2 | C3H10N2 | ωB97M-V/def2-TZVPD

Each line ends with the Löwdin charge.
CARTESIAN COORDINATES (ANGSTROEM)
N -0.131 -0.312 2.018  -0.028
C -0.865 -0.568 0.584  -0.233
C -0.645 0.752 -0.028  -0.183
C 0.178 0.317 -1.462  -0.274
N 1.576 0.015 -1.303  -0.021
H 0.870 -0.488 1.975  0.035
H -0.570 -0.818 2.782  0.031
H -1.912 -0.737 0.832  0.095
H -0.472 -1.493 0.152  0.093
H -0.009 1.482 0.463  0.091
H -1.573 1.231 -0.330  0.089
H -0.309 -0.502 -1.993  0.096
H 0.079 1.211 -2.080  0.086
H 1.722 -0.848 -0.793  0.056
H 2.062 0.759 -0.816  0.067

The HOMO energy is -8.754 eV. Its spin multiplicity is 1. As for the HOMO-LUMO gap: 9.895 eV. The SMILES is NCCCN.

3 | C3H10N2 | ωB97M-V/def2-TZVPD

Each line ends with the Löwdin charge.
CARTESIAN COORDINATES (ANGSTROEM)
C -2.598 0.749 -0.077  -0.143
N -2.302 1.166 1.091  -0.011
H -2.324 -0.318 -0.329  0.063
H -3.214 1.204 -0.784  0.034
H -2.431 0.613 1.975  0.073
C 0.722 -0.897 0.617  -0.149
N 1.980 -0.984 -0.258  -0.174
C 1.971 0.074 -1.367  -0.126
H 0.267 0.055 0.592  0.016
H 0.821 -1.045 1.675  0.056
H -0.002 -1.690 0.236  0.085
H 2.684 -0.721 0.405  0.057
H 0.885 0.047 -1.781  0.098
H 2.238 1.145 -0.881  0.108
H 2.771 -0.117 -1.979  0.014

The HOMO energy is -8.956 eV. Its spin multiplicity is 1. As for the HOMO-LUMO gap: 9.648 eV. The SMILES is C=N.CNC.

4 | C3H10N2 | ωB97M-V/def2-TZVPD

Each line ends with the Löwdin charge.
CARTESIAN COORDINATES (ANGSTROEM)
C 0.181 -0.367 -1.720  -0.082
C 0.292 -0.349 -0.214  -0.485
N 1.529 0.362 0.188  0.018
C -0.880 0.372 0.428  -0.265
N -0.968 0.022 1.865  -0.011
H -0.724 -0.883 -2.048  0.075
H 0.994 -0.895 -2.214  0.071
H 0.161 0.661 -2.089  0.082
H 0.344 -1.355 0.205  0.126
H 2.324 0.016 -0.352  0.065
H 1.769 0.059 1.134  0.066
H -0.722 1.452 0.325  0.113
H -1.796 0.073 -0.075  0.108
H -0.565 0.792 2.408  0.065
H -1.939 0.039 2.158  0.055

The HOMO energy is -9.286 eV. Its spin multiplicity is 1. As for the HOMO-LUMO gap: 10.504 eV. The SMILES is C[C@@H](N)CN.

Least stable = 3